Computed, not measured: a cluster of 8 separate species, C53H41FN2O17S in total in a non-equilibrium geometry, with ωB97M-V with the def2-TZVPD basis set.

Each line ends with the Löwdin charge.
Element x y z (Å)
O 3.8071 8.0594 -0.8366  0.1101
H -8.6331 -3.9967 -7.6807  0.1219
C 6.1898 6.2593 5.3216  -0.3518
H 0.7753 4.9393 -1.8440  0.1253
H -9.7843 -8.0849 1.0329  0.1230
C -4.3617 -4.0095 -4.1718  0.0260
H -9.5230 -7.5627 -4.2497  0.0927
O -2.3781 -1.1974 -3.3018  0.0824
H 1.4492 7.3292 -1.6398  0.1231
H -1.9222 -1.3549 -0.6678  0.0456
C -8.8690 -4.7756 -6.9669  0.0216
C 5.9528 2.1650 0.8507  -0.5037
H 3.5764 6.3483 3.0665  0.1187
C -9.9684 -5.5187 -7.0598  0.0249
C -9.2920 -6.7831 -4.9654  0.0345
C 9.6222 6.3012 3.3441  0.0336
C 10.9541 6.3185 3.3761  0.0314
C 11.0204 6.4594 0.8444  0.0270
H 4.9102 0.6006 -1.5719  0.1327
H -10.6911 -5.3869 -7.8549  0.1226
C -2.2953 -0.1437 6.1856  -0.3862
N 1.9100 -1.8890 1.6530  0.1966
C -7.8981 -4.9774 -5.8665  -0.3649
C 6.2373 3.4440 1.6095  0.0282
C 4.0579 6.1601 6.5267  0.0253
C 4.0544 4.5249 -0.7025  0.0269
H -8.3616 -11.4694 -2.3986  0.1233
C -2.3730 -0.9929 3.8851  0.0267
H 0.5980 -0.7052 -2.1116  0.0810
O 4.6494 -0.2403 1.4983  0.2011
C 3.3241 6.2214 5.2376  -0.3855
O 2.1128 6.2041 5.2041  0.1102
C 5.4624 6.3203 4.0318  0.0251
H 2.0513 0.7099 0.0343  0.1164
C 1.7596 5.2384 -1.5065  0.0332
H -0.0139 -1.1217 -0.5339  0.0563
C 0.5740 -0.3807 -1.0705  -0.4200
H -0.7513 -3.1580 -2.8261  0.1177
H 6.6605 3.1389 2.5647  0.1071
H 9.0092 6.2430 4.2444  0.0889
C -2.0658 0.8154 -1.1108  -0.5146
C -9.9266 -8.6724 -0.9966  0.0204
C -2.0575 -4.7284 -3.3838  0.0239
H -7.4681 -6.1684 -4.0812  0.1226
O 2.3747 2.9787 -1.2655  0.0747
C -3.1820 0.9807 5.7965  0.0220
N 2.6636 0.1807 -3.8220  0.2177
H -2.7169 -0.3777 0.5962  0.0384
S -0.3062 1.2023 -0.8302  0.8931
C 2.1204 6.5153 -1.3976  0.0261
O 4.6424 1.8254 0.6178  0.0570
O -6.8941 -4.2967 -5.7807  0.0793
C -9.5043 -8.7887 0.2596  0.0230
H 11.5101 6.2750 4.3038  0.1241
C 3.4782 6.8970 -0.9340  -0.3846
C -2.6853 -2.3588 -3.4775  -0.3737
H 5.2625 -0.9848 -0.9479  0.1527
C 9.6911 6.4422 0.8101  0.0222
H 4.7162 3.7165 -0.4680  0.0822
C -4.0266 -2.7353 -3.9793  0.0327
C -8.2182 -10.8827 -0.3687  0.0236
H -2.6344 1.6277 -0.6577  0.0700
O -1.8878 -0.2585 7.3207  0.1096
C -3.6278 1.1080 4.5496  0.0219
O -3.6674 0.2468 2.3601  0.0870
O 12.9685 6.4174 2.1613  0.1125
C 4.4184 5.8004 -0.5941  0.0338
C -1.9265 -1.1206 5.1317  0.0260
H -4.7117 -1.9209 -4.1797  0.1246
H -10.5751 -7.8668 -1.3179  0.1226
H 6.9788 3.9997 1.0453  0.0840
C 3.1307 -0.6103 -1.3728  -0.4125
O -3.7060 -6.2664 -4.0581  0.1039
C -9.5284 -9.6521 -2.0363  -0.3797
C -8.6410 -10.7659 -1.6248  0.0232
C -10.2671 -6.5818 -6.0670  -0.3772
H 3.4530 6.1011 7.4225  0.1231
H -2.2327 0.8337 -2.1804  0.0423
C -3.4023 -5.1041 -3.8875  -0.3787
C -2.5525 -0.4873 -0.4771  -0.1597
H -7.5704 -11.6884 -0.0479  0.1233
O 7.6761 6.3427 2.0229  0.0563
H -3.5235 -0.7181 -0.9247  0.0791
C 11.7574 6.3997 2.1324  -0.3848
C 4.5439 -0.1718 -0.8956  0.0309
C -3.2593 0.1307 3.4976  -0.3709
C 8.8937 6.3611 2.0562  -0.3519
H 5.9415 6.1328 7.4943  0.1219
O -9.9157 -9.5457 -3.1818  0.0919
H 6.0764 6.3778 3.1337  0.0838
H 5.3328 4.0317 1.7470  0.0734
H -1.3720 -5.5422 -3.1829  0.1222
H -1.2788 -1.9331 5.4346  0.1245
O 6.8605 1.4993 0.4383  0.1376
H -2.1135 -1.6944 3.1022  0.1232
C -8.6157 -9.9032 0.6724  -0.3862
C 2.6993 4.1439 -1.1670  -0.3541
H 9.1344 6.4858 -0.1180  0.1206
C 4.1306 6.3035 3.9962  0.0269
F 3.1677 -1.9744 -1.4975  0.0668
C 4.6075 0.3995 0.5016  -0.4095
O -8.2294 -10.0084 1.8154  0.1125
O -11.2678 -7.2572 -6.1551  0.1198
C -8.1931 -6.0373 -4.8752  0.0297
H 11.6229 6.5175 -0.0531  0.1236
C 1.9894 -1.3189 0.6569  -0.1846
H -3.4401 1.6828 6.5790  0.1221
C -1.7264 -3.4544 -3.1934  0.0247
H 5.4047 6.0976 -0.2558  0.1187
C 1.9751 -0.2855 -0.4070  -0.2595
H -4.2742 1.9212 4.2452  0.1215
C 2.9158 -0.0158 -2.7143  -0.1272
C 5.3876 6.1771 6.5650  0.0234
H -5.3418 -4.3052 -4.5424  0.0806
O 7.4058 6.2773 5.3586  0.0816

Computed properties:
E ... -106956.626 eV
SMILES string ... CCSC[C@@H](C#N)[C@@](F)(C#N)CC(=O)OC(C)=O.O=C1C=CC(=O)C=C1.O=C1C=CC(=O)C=C1.O=C1C=CC(=O)C=C1.O=C1C=CC(=O)C=C1.O=C1C=CC(=O)C=C1.O=C1C=CC(=O)C=C1.O=C1C=CC(=O)C=C1
Orbital gap ... 6.734 eV
HOMO level ... -8.504 eV



Computed, not measured: a structure of composition C5H8HgNaO3 in a non-equilibrium geometry, with ωB97M-V with the def2-TZVPD basis set.

Each line ends with the Löwdin spin population.
Element x y z (Å)
C -1.0045 2.3663 2.2112  0.0001
O -0.0317 1.8034 0.1089  0.0013
H -1.5539 1.9727 3.0750  0.0000
C 0.3541 1.0089 -0.8593  0.0118
H -1.6750 0.7943 0.8644  0.0011
H -0.2373 -4.8721 -2.9215  -0.0015
Na 0.8296 3.9130 -0.7570  0.0048
C 0.4571 -4.8331 -2.0945  0.1351
H -0.1136 0.4554 1.6811  0.0017
H -1.6150 3.1506 1.7440  0.0000
O 0.1590 -0.1848 -0.9322  0.1708
H 1.5904 1.1243 -2.3130  0.0003
O 1.1178 1.7022 -1.6865  0.0033
H 1.7567 -4.9886 -0.2195  -0.0015
C -0.7489 1.2381 1.2494  0.0025
H -0.0606 2.7986 2.5687  0.0000
C 1.0788 -4.9483 -1.0601  0.1345
Hg -0.3032 -2.5007 -0.6592  0.5356

Computed properties:
Spin multiplicity ... 2
⟨S²⟩ ... 0.753
E ... -20031.077 eV
Total charge ... +2
Orbital gap (alpha / beta) ... 8.993 / 8.212 eV
HOMO level (alpha / beta) ... -15.820 / -17.663 eV



Question: What is the E in the second record?
Answer: -20031.077 eV